No. 1
Below is a gas-phase ion, C5H15N2 (charge +1), with properties calculated with ωB97M-V/def2-TZVPD.

Properties
LUMO = -3.3 eV
HOMO-LUMO gap = 10.429 eV
charge = +1
SMILES = CCC[C@@H]([NH3+])CN
E = -308.72308 a.u.
max |F| = 3.5 eV/A

Cartesian coordinates (Å):
C  -2.51803  -0.76658  -0.89170
C  -1.56591  -1.28579  0.35463
C  -0.07001  -1.30266  0.15504
C  0.35183  0.10664  0.04802
N  0.14992  0.91098  1.35288
C  1.77170  0.28521  -0.49944
N  1.98617  1.75437  -0.61525
H  -2.63216  0.39365  -0.78625
H  -2.21700  -1.12680  -1.84485
H  -3.46643  -1.35212  -0.62527
H  -1.89903  -2.30448  0.55822
H  -1.93222  -0.59224  1.14569
H  0.29236  -1.77625  -0.74865
H  0.31400  -1.80254  1.01927
H  -0.40581  0.60440  -0.60877
H  -0.14255  1.85790  1.14522
H  1.01112  0.95442  1.83538
H  -0.34689  0.41417  2.03235
H  2.02928  -0.15659  -1.48110
H  2.32119  -0.30346  0.36461
H  1.37748  2.09308  -1.36687
H  2.92648  2.21855  -0.80171

=====

No. 2
Below is a gas-phase ion, C5H15N2 (charge +1), with properties calculated with ωB97M-V/def2-TZVPD.

Properties
LUMO = -2.8 eV
HOMO-LUMO gap = 10.314 eV
charge = +1
SMILES = CC[N@@H+](C)CCN
E = -308.71915 a.u.
max |F| = 3.5 eV/A

Cartesian coordinates (Å):
C  -1.39750  2.26839  -0.39979
C  -0.06334  1.44275  -0.34571
N  -0.19158  -0.05430  -0.28567
C  -0.66204  -0.44037  -1.67149
C  1.05461  -1.01062  -0.11391
C  1.49342  -0.93782  1.36908
N  0.35092  -1.53465  2.06781
H  -1.02117  3.26374  -0.15151
H  -2.13940  1.75915  0.24389
H  -1.92062  2.28162  -1.35513
H  0.31045  1.66341  0.69654
H  0.60478  1.75295  -1.13645
H  -0.86194  -0.46421  0.38747
H  0.24388  -0.46871  -2.28125
H  -1.08088  -1.45657  -1.63160
H  -1.35863  0.20556  -2.15002
H  1.76513  -0.81508  -0.96718
H  0.64665  -1.99470  -0.34254
H  2.41136  -1.54568  1.44600
H  1.72194  0.00086  1.84885
H  0.58965  -1.86995  3.00774
H  -0.49572  -2.04579  1.76488

=====

No. 3
Below is a gas-phase ion, C5H15N2 (charge +1), with properties calculated with ωB97M-V/def2-TZVPD.

Properties
LUMO = -3.0 eV
HOMO-LUMO gap = 10.411 eV
charge = +1
SMILES = CNC[C@@H](C)[NH2+]C
E = -308.73850 a.u.
max |F| = 2.1 eV/A

Cartesian coordinates (Å):
C  -1.48985  -1.19332  -1.83960
N  -1.12079  0.15665  -1.37384
C  -1.20106  0.65387  -0.01382
C  0.20468  0.75489  0.66314
C  0.02905  0.73654  2.18232
N  1.00179  -0.40651  0.15794
C  2.49991  -0.38622  0.07176
H  -2.13211  -1.08839  -2.70442
H  -1.93047  -1.88070  -1.10973
H  -0.61147  -1.73721  -2.20904
H  -1.81272  0.71836  -1.84939
H  -1.55585  1.67016  0.15914
H  -1.88639  0.01453  0.56462
H  0.60473  1.69988  0.30342
H  0.18832  -0.24808  2.61691
H  -0.95121  1.13989  2.41411
H  0.79726  1.35508  2.64836
H  0.84208  -1.18085  0.81002
H  0.52852  -0.80268  -0.66347
H  2.85585  0.12237  0.96717
H  2.86408  0.17622  -0.78040
H  2.81904  -1.42005  0.12405

=====

No. 4
Below is a gas-phase ion, C5H15N2 (charge +1), with properties calculated with ωB97M-V/def2-TZVPD.

Properties
LUMO = -3.5 eV
HOMO-LUMO gap = 8.858 eV
charge = +1
SMILES = CNCCCC[NH3+]
E = -308.74942 a.u.
max |F| = 1.3 eV/A

Cartesian coordinates (Å):
C  -2.60258  0.29064  0.22989
N  -1.31626  0.68861  0.82337
C  -0.51144  1.63904  0.05832
C  0.89337  1.09314  -0.17244
C  0.87667  -0.16761  -1.05488
C  0.65347  -1.49170  -0.32814
N  1.82547  -1.67286  0.64573
H  -2.44584  0.21279  -0.84292
H  -2.87389  -0.71446  0.53645
H  -3.33296  1.07743  0.35004
H  -1.45124  1.01010  1.77096
H  -0.47105  2.68472  0.37200
H  -1.02547  1.71125  -0.90844
H  1.31930  0.91934  0.81355
H  1.49997  1.81121  -0.71129
H  0.15962  -0.04254  -1.86953
H  1.84043  -0.24987  -1.57894
H  -0.21210  -1.37684  0.32101
H  0.68081  -2.32610  -1.01752
H  2.31255  -0.77585  0.67323
H  1.65698  -1.99543  1.60975
H  2.52417  -2.32501  0.27980

=====

No. 5
Below is 3 unconnected molecules or ions with the total composition C5H15N2O, with properties calculated with ωB97M-V/def2-TZVPD.

Properties
LUMO = -7.6 eV
HOMO-LUMO gap = 5.831 eV
charge = +1
E = -383.77992 a.u.
max |F| = 4.8 eV/A

Cartesian coordinates (Å):
C  2.14084  -0.10643  -0.28223
C  0.88898  -0.33054  -1.17392
C  -0.33939  -0.50366  -0.29410
C  -1.45729  -0.20279  -0.88071
C  -1.47606  -1.77498  1.37919
N  -0.12658  -1.41223  0.82198
N  1.73757  0.83929  0.75068
H  2.97255  0.25797  -0.91037
H  2.42506  -1.06020  0.12798
H  0.80231  0.39654  -1.98062
H  0.99686  -1.30412  -1.66368
H  -4.08278  0.96151  -0.43523
H  -1.75153  -0.33410  -1.92671
H  -2.04851  -0.84208  1.55699
H  -1.34423  -2.21841  2.36154
H  -2.06270  -2.37843  0.70566
H  0.20008  -0.71912  1.50896
H  2.41095  1.15283  1.43665
H  1.33409  1.68040  0.35135
H  -3.53242  0.72694  0.03300
H  -0.70362  1.74346  -0.79303
H  -1.23654  3.18621  -0.65608
O  -0.50300  2.61179  -0.41223

=====

No. 6
Below is 3 unconnected molecules or ions with the total composition C5H15N2O, with properties calculated with ωB97M-V/def2-TZVPD.

Properties
LUMO = -7.7 eV
HOMO-LUMO gap = 4.329 eV
charge = +1
E = -383.84172 a.u.
max |F| = 4.8 eV/A

Cartesian coordinates (Å):
C  2.13881  -1.93454  1.42957
C  0.75939  -1.82161  0.91854
C  0.16669  -0.59755  1.32344
C  0.60556  0.58810  1.92549
N  -2.74286  0.46695  -0.69596
C  -1.60322  0.96890  -1.59102
N  -0.69253  -0.05335  -2.12391
H  2.54660  -0.90837  1.37343
H  2.80973  -2.57581  0.86154
H  2.22522  -2.21196  2.50995
H  0.15142  -2.74932  0.91314
H  -3.45937  1.14313  -0.58701
H  -1.04574  1.59432  -0.90095
H  -0.89510  -0.56648  1.16677
H  1.53020  0.55617  2.52793
H  -0.17400  1.22108  2.30270
H  -3.17916  -0.36245  -1.03497
H  -1.87998  1.63072  -2.43016
H  -0.73351  -0.23631  -3.12225
H  0.23913  0.22647  -1.88497
H  2.12262  2.25859  -0.77384
H  1.40465  1.12732  0.07117
O  1.24771  1.71725  -0.66119

=====

No. 7
Below is 2 unconnected molecules or ions with the total composition C5H15N2O, with properties calculated with ωB97M-V/def2-TZVPD.

Properties
LUMO (alpha / beta) = -7.4 / -10.6 eV
HOMO-LUMO gap (alpha / beta) = 10.761 / 8.780 eV
charge = +2
E = -383.59865 a.u.
<S²> = 0.76
max |F| = 3.1 eV/A
multiplicity = 2

Cartesian coordinates (Å):
C  0.28307  1.53821  -0.02816
C  1.38971  0.52178  0.16494
C  0.92184  -1.00124  0.09547
N  -1.84360  -1.47524  2.58921
C  -0.68817  -1.07039  2.10276
C  -0.28160  -1.45850  0.81157
N  -0.85942  1.10028  -0.93741
H  0.67477  2.43288  -0.50637
H  -0.10553  1.85115  0.93958
H  2.20733  0.55817  -0.54058
H  1.89135  0.48068  1.13403
H  1.73451  -1.70534  0.32472
H  0.77593  -1.21532  -0.95549
H  -2.37485  -2.26289  2.23713
H  -2.06182  -1.25621  3.55946
H  -0.21083  -0.22093  2.57829
H  -0.79434  -2.28376  0.33124
H  -1.37877  0.43882  -0.37060
H  -1.44948  1.91668  -1.11558
H  -0.43248  0.86320  -1.86100
H  1.60600  0.75441  -3.22271
H  0.34839  0.85664  -4.11327
O  0.64797  0.63691  -3.21724

=====

No. 8
Below is 2 unconnected molecules or ions with the total composition C5H15N2OSi, with properties calculated with ωB97M-V/def2-TZVPD.

Properties
LUMO = -5.4 eV
HOMO-LUMO gap = 4.996 eV
charge = +1
E = -673.38240 a.u.
max |F| = 5.9 eV/A

Cartesian coordinates (Å):
C  -3.33661  0.11789  -0.10562
C  -4.38310  0.52209  0.95410
C  1.71101  1.11113  -0.75573
C  2.99745  -0.76430  1.66977
C  4.12583  -0.81227  -1.20408
N  -3.57481  -0.29696  -1.34818
N  -2.08866  0.20576  0.30563
O  -1.04364  -0.17601  -0.28583
Si  3.11650  0.13367  0.05405
H  -4.56034  1.63571  1.03003
H  -5.34169  -0.02709  0.72742
H  -4.07068  0.40649  2.02897
H  1.63366  2.15095  -0.42631
H  1.70947  1.06035  -1.84637
H  0.76474  0.56913  -0.43298
H  2.60253  0.17379  2.27682
H  2.13051  -1.26499  1.63970
H  3.82363  -1.31829  2.09750
H  4.69926  -1.66395  -0.73682
H  3.49163  -1.16665  -2.06351
H  4.88715  0.01574  -1.37484
H  -4.60314  -0.59181  -1.54987
H  -2.72810  -0.61472  -1.87388
H  -1.96262  0.59434  1.22001

=====

Values for relative energy (zero: lowest compared OMol25 entry of this formula, charge and spin), kcal per mole, ordered as above
43.67; 46.13; 33.99; 27.14; 170.13; 131.35; 7.33; 56.99